Entry one
ORCA calculation (ωB97M-V/def2-TZVPD) on a 40-piece molecular cluster, H80O40 overall.

- HOMO energy (eV) = -10.3445
- Kohn-Sham gap (eV) = 9.5182
- molecular weight (u) = 720.6

ORCA input file:
```
! RIJCOSX wB97M-V def2-TZVPD def2/J DEFGRID3
* xyz 0 1
H -0.43863 3.79280 0.63866
H -0.83279 3.64767 -0.79804
O -0.03801 3.59603 -0.23567
H 0.15125 -3.32620 -5.61117
H -0.34531 -2.23788 -4.63865
O 0.26657 -2.40169 -5.36103
H -2.98682 2.84035 1.67678
H -2.29518 4.24725 1.57194
O -2.18962 3.28025 1.33428
H -1.20324 2.58457 6.33833
H -1.04010 2.85290 4.90219
O -0.59127 3.06262 5.76485
H -4.58569 2.29936 2.33832
H -5.55116 1.35233 1.50952
O -5.42131 2.23237 1.87006
H -0.30164 -3.19835 -2.01795
O 0.64754 -3.23171 -1.87539
H 1.75438 -0.23793 2.30805
O 2.33504 0.55432 2.24866
H 1.31666 -6.99128 0.32780
H 0.56753 -6.53671 -1.03219
O 1.31796 -6.92872 -0.61636
H 5.59117 -0.66793 -1.38245
H 5.55092 -0.31741 0.06836
O 5.95743 -0.00230 -0.79004
H 3.47308 4.06272 2.61195
H 4.11819 2.76309 3.34210
O 4.24943 3.53397 2.77570
H -1.46191 -0.94735 -0.56094
H -1.86777 0.33629 -0.33130
O -2.32977 -0.51355 -0.43350
H 0.97626 2.53826 -1.56241
O 1.14937 1.88065 -2.27809
H 1.69970 -0.70955 -4.43870
H 1.66693 -1.49656 -3.22735
O 2.14239 -0.69722 -3.54744
H -3.29877 -3.36823 -2.01113
H -2.38696 -4.12384 -2.55404
O -2.47384 -3.77254 -1.62373
H -2.40075 2.96853 -5.20214
H -3.29873 2.22036 -4.41273
O -3.12065 2.27807 -5.36688
H -1.38816 2.15825 -3.98864
H 0.04226 2.74660 -3.78347
O -0.85274 2.97878 -4.03137
H 2.18366 -2.68999 5.42752
H 1.23276 -1.58624 5.60804
O 1.41858 -2.32477 5.02001
H 4.34483 -3.16253 0.76380
H 2.95394 -2.76632 0.96453
O 3.76683 -2.84616 1.46956
H 0.41923 -1.60566 1.22119
O 0.72295 -0.78988 0.82835
H 4.58217 -1.65575 4.55901
H 4.03976 -2.87918 3.96751
O 4.02842 -2.43808 4.84727
H -3.83541 -2.81643 3.16130
O -4.04127 -1.86113 3.06008
H -2.10069 3.77300 -2.74715
H -3.29501 3.62868 -1.69205
O -2.41263 3.97742 -1.79214
H 3.36858 -0.95013 -1.82747
H 2.36702 -1.99387 -1.70282
O 2.87667 -1.43934 -1.13668
H -1.42926 1.21662 4.96629
H -1.77182 0.09591 4.09045
O -2.14315 0.91830 4.40077
H -3.26400 -0.23692 2.32410
H -4.22982 0.16899 1.38706
O -3.41706 0.60619 1.82881
H -1.16544 6.19557 0.37596
H -0.77178 5.97729 1.84149
O -1.53188 6.13420 1.27677
H -2.41830 0.41217 -6.35347
H -1.01387 0.02352 -5.81279
O -1.84113 -0.35360 -6.09412
H 2.98331 1.34637 -5.28605
H 4.03510 0.78324 -4.36350
O 3.69898 1.60412 -4.70916
H 3.51298 3.18641 -4.08318
H 3.06077 4.26305 -2.98134
O 2.91675 3.92867 -3.85830
H -3.71091 -2.06705 -3.51829
H -2.61557 -1.91298 -4.71359
O -2.90436 -2.41326 -3.95593
H 0.75911 5.03511 4.13344
H 0.65721 3.76263 3.37766
O 0.95147 4.70111 3.24397
H 1.00649 -3.64016 1.83917
O 0.53396 -3.29634 2.57305
H -0.81403 -0.24066 -3.25016
H -2.29537 -0.10745 -3.28214
O -1.49741 0.33695 -3.56630
H 1.26533 -1.06378 0.11337
H 0.94606 -4.02594 -2.32398
H -4.77954 -1.91838 2.45076
H 1.71052 1.09068 1.73296
H 1.50010 2.51129 -2.90618
H 0.58434 -3.45874 3.51055
O 2.35642 -5.15037 1.43647
H 2.52642 -5.85389 2.05131
H 2.89467 -4.37397 1.61741
O -1.90549 -2.52230 5.49537
H -1.22535 -2.18659 4.84312
H -2.79905 -2.48861 5.16877
O 5.09193 -0.11183 2.88707
H 5.71304 0.50856 2.53648
H 4.18180 0.03857 2.62253
O 3.13517 -2.86937 -4.29070
H 2.94169 -1.89073 -4.18643
H 2.88189 -2.79017 -5.24055
O -3.17356 2.58179 4.06035
H -3.68363 3.38889 3.89790
H -3.70682 1.89189 4.44860
O -4.54322 -1.79008 -1.67670
H -5.16060 -1.16652 -2.08093
H -3.91821 -1.21047 -1.23839
O -1.01438 1.02709 2.14377
H -0.93542 0.76083 1.21652
H -1.05870 1.96903 1.96524
*
```

Here are the Löwdin charges for atoms 1 to 8, given in e:
1. H 0.009
2. H 0.000
3. O -0.080
4. H 0.070
5. H 0.009
6. O -0.031
7. H 0.018
8. H 0.069



Entry two
ORCA calculation (ωB97M-V/def2-TZVPD) on a 40-piece molecular cluster, H80O40 overall.

- HOMO energy (eV) = -10.5139
- Kohn-Sham gap (eV) = 10.1046
- molecular weight (u) = 720.6

ORCA input file:
```
! RIJCOSX wB97M-V def2-TZVPD def2/J DEFGRID3
* xyz 0 1
H 3.71619 4.82217 0.19487
H 3.99140 5.37319 -1.11190
O 3.23675 5.01723 -0.62550
H -5.25840 -0.33444 -0.51707
H -5.49432 1.16831 -0.93595
O -5.40745 0.58114 -0.18912
H 2.00180 -6.09965 0.89909
H 2.46253 -4.77699 0.47704
O 2.10358 -5.56284 0.11559
H -1.86948 1.47380 2.38361
H -2.80543 2.47763 2.80345
O -2.13178 1.91298 3.21464
H 6.27829 -0.10127 0.95122
H 6.63059 -1.50820 0.59826
O 6.27731 -0.70987 0.18850
H 1.90327 1.56638 5.92828
O 0.98137 1.75428 6.07519
H 0.54149 0.69671 -3.65048
O 0.02925 -0.15686 -3.66299
H 0.42592 0.92800 2.42734
H 0.00338 1.32718 3.83658
O 0.74743 1.37659 3.21745
H -5.50956 -2.37778 -1.85185
H -5.40924 -3.12884 -0.58944
O -5.54308 -2.20889 -0.90100
H -5.81830 2.94138 1.35152
H -4.78832 4.05904 1.03043
O -5.11002 3.46485 1.72741
H -3.45721 3.00216 -2.23244
H -3.24981 3.26494 -0.59062
O -3.79240 3.23018 -1.38089
H 4.74713 -0.06439 -1.36450
O 4.93900 -0.85496 -1.86143
H 4.02726 -0.05015 -3.43637
H 3.46441 1.19040 -4.12218
O 3.21507 0.44218 -3.57198
H 3.27240 -4.34136 -2.27896
H 3.40727 -5.66148 -1.53357
O 3.63301 -5.22483 -2.36874
H -1.58745 5.23337 -1.56354
H -2.14710 5.34375 -2.96240
O -1.95490 4.66813 -2.29814
H 0.42985 -4.17764 -3.94103
H -0.60232 -4.12104 -5.03250
O -0.50420 -3.98126 -4.08472
H 5.12345 3.79398 2.16225
H 3.60718 3.79711 1.54974
O 4.53891 4.12851 1.47928
H 0.22808 3.84884 5.25019
H 1.11145 3.99152 3.95609
O 0.48228 4.42588 4.53614
H -2.80039 0.97126 0.45947
O -3.15447 0.46207 1.18378
H 0.68408 3.27033 -2.64834
H 1.82336 2.30637 -3.31976
O 0.96559 2.40133 -2.91279
H -0.71147 2.47888 -1.27186
O -0.96679 1.55237 -1.06264
H -1.00495 -0.97867 -0.64684
H -1.44781 -0.34548 0.64851
O -0.74828 -0.89875 0.30777
H 2.46638 2.63489 2.64609
H 1.83757 2.23600 1.17606
O 2.22188 2.90742 1.74349
H -3.69811 -4.99968 -1.78747
H -3.63706 -3.53230 -1.61664
O -4.27439 -4.23089 -1.73792
H -1.74792 5.55869 2.79466
H -0.45940 5.90822 3.53440
O -0.91437 6.01824 2.68221
H 1.18285 -2.17437 -0.10890
H 2.35090 -1.57777 0.54262
O 2.08991 -2.43081 0.18874
H 0.31497 0.90625 -0.07505
H 1.13314 0.64646 -1.21762
O 1.27551 0.95747 -0.31171
H -2.18296 -3.09014 0.23316
H -1.59347 -3.53677 -1.11386
O -2.13908 -3.83693 -0.39242
H -1.47782 -3.29466 4.33896
H -1.23034 -2.12199 3.41459
O -0.90083 -2.99766 3.61209
H -0.88879 -2.87646 -2.42024
H -0.76359 -1.60458 -2.83910
O -0.55713 -2.09615 -1.96103
H -2.73038 0.87094 -3.47986
H -4.07671 1.44432 -2.94268
O -3.47941 0.69844 -2.89490
H 2.55330 -4.24657 3.26955
O 2.53806 -4.22225 2.32063
H 5.35197 -2.78626 2.97652
H 4.54634 -3.19609 1.86769
O 5.48174 -3.10627 2.04867
H -4.12144 0.43124 1.10298
H 0.66095 1.14958 6.76597
H -1.35577 1.53503 -1.94113
H 0.79499 -0.68566 -3.96915
H 5.21590 -1.58413 -1.32397
H 2.06877 -3.49132 1.88913
O -1.24337 3.54716 0.88256
H -0.50196 4.04414 0.46713
H -1.16696 3.88396 1.79056
O 1.76386 -2.79226 -3.02369
H 1.54526 -2.04319 -2.41859
H 2.70244 -2.94164 -2.94278
O -4.47951 -3.21056 3.09690
H -4.63783 -3.98214 2.55765
H -3.76148 -2.64373 2.72741
O -0.91834 -1.14300 -5.71230
H -1.15788 -0.23234 -5.98327
H -1.75977 -1.66695 -5.82916
O -1.28945 -6.59504 -0.14265
H -1.30176 -5.68874 0.14251
H -0.60551 -6.66685 -0.80932
O 0.16467 5.72962 -0.14057
H 0.15750 5.97898 0.79839
H 1.11779 5.67560 -0.31366
O 2.15071 -1.07382 2.98816
H 2.03892 -1.01835 3.94291
H 1.57112 -0.42307 2.47507
*
```

Here are the Löwdin charges for atoms 1 to 8, given in e:
1. H -0.025
2. H 0.048
3. O -0.062
4. H 0.025
5. H 0.027
6. O -0.061
7. H 0.044
8. H -0.033



Entry three
ORCA calculation (ωB97M-V/def2-TZVPD) on a 40-piece molecular cluster, H80O40 overall.

- HOMO energy (eV) = -9.9594
- Kohn-Sham gap (eV) = 9.4621
- molecular weight (u) = 720.6

ORCA input file:
```
! RIJCOSX wB97M-V def2-TZVPD def2/J DEFGRID3
* xyz 0 1
H -2.94428 1.39304 -0.83883
H -3.09068 0.52864 0.35086
O -2.63770 0.50716 -0.37847
H -2.36177 -5.53063 -2.26113
H -3.31758 -4.30596 -2.45281
O -3.11468 -4.99358 -1.89881
H 5.08536 0.67919 0.83452
H 4.38100 0.72325 1.85189
O 5.15735 0.13525 1.72843
H -5.17723 1.45573 -1.17150
H -5.47592 1.09756 0.18270
O -4.68011 1.49512 -0.34522
H -2.13874 -1.74085 -5.42620
H -0.69368 -1.44281 -5.17112
O -1.52560 -1.05146 -5.41421
H 5.49682 -2.44885 -1.81622
O 5.35907 -1.67175 -2.45367
H -3.65196 3.57250 0.11068
O -3.59303 4.35649 -0.23056
H 3.00495 1.68294 2.45396
H 2.34534 2.61072 3.30077
O 3.23611 2.43967 2.95246
H -3.53725 -5.01008 3.34794
H -3.22426 -4.71227 1.97690
O -3.85438 -5.18552 2.42003
H 0.76064 -0.01308 -3.72825
H -0.19679 0.66153 -4.76490
O 0.78661 0.77338 -4.45221
H -0.78826 2.18970 -2.29788
H 0.03018 0.94582 -2.51387
O -0.76240 1.21876 -2.17043
H 1.74035 -1.75531 -2.76202
O 0.97009 -1.69817 -3.14475
H -2.60992 3.34930 2.10570
H -1.65519 3.24567 3.47019
O -1.73622 3.16308 2.50546
H -4.25015 0.78022 5.31060
H -4.58634 1.95692 4.65222
O -3.88413 1.65030 5.13101
H 2.60152 4.39973 -1.43152
H 3.41043 5.73250 -1.67392
O 2.57727 5.47348 -1.39517
H 0.47051 5.33566 3.70881
H 1.54871 4.42517 4.68051
O 0.62226 4.62320 4.26013
H 0.11282 1.89894 0.19537
H 0.01246 2.44570 1.69336
O 0.40201 1.94038 1.08694
H -0.74668 3.60780 -1.93368
H 0.70385 3.80402 -1.13438
O -0.26025 3.89337 -1.10964
H -2.03280 -0.26406 3.89181
O -2.79763 0.22988 3.53268
H 4.18795 -1.27013 1.93435
H 2.96214 -1.69186 2.65764
O 3.62138 -2.03067 2.00791
H 4.05577 -1.43770 -0.13431
O 3.42728 -1.48286 -0.84906
H 0.25060 -1.02218 5.58226
H 0.45452 -2.48330 6.06773
O 0.63819 -1.94022 5.27899
H -3.96942 -0.99156 -1.14240
H -5.24871 -1.07019 -0.56303
O -4.39570 -1.22254 -0.32838
H -1.76362 -3.55906 -0.85924
H -3.05515 -3.39489 -0.38113
O -2.26307 -2.88063 -0.45563
H 3.23457 0.81663 -0.27877
H 4.35434 1.42024 -1.15874
O 4.05071 1.31218 -0.23589
H 5.46727 -2.74705 1.43022
H 6.27612 -1.73291 1.05208
O 6.08697 -2.62889 0.69408
H 1.37318 -2.59458 3.64267
H 0.88210 -3.10066 2.26308
O 1.67332 -3.30787 2.97749
H 0.13998 -0.91305 1.10107
H -0.94230 -1.91083 1.53026
O -0.30452 -1.46189 1.76332
H -0.29676 -4.86175 3.33292
H -0.68708 -5.10495 1.70654
O -0.97459 -5.16487 2.76376
H -2.40259 1.88634 -5.17390
H -3.92039 2.29659 -5.21617
O -3.08793 2.70352 -4.97054
H -3.76278 2.72323 -3.35221
H -3.99084 3.53161 -1.75433
O -4.33488 2.78634 -2.54287
H -3.96535 -0.73503 -2.90578
O -2.99452 -0.45758 -2.77668
H -1.38021 -0.69035 -0.89483
H -0.14138 0.03895 -1.07586
O -0.35942 -0.86256 -1.00864
H -2.67293 1.09615 3.24377
H 4.48870 -1.54542 -2.69980
H 2.54073 -1.47760 -0.39898
H -2.75972 4.80147 -0.34024
H 0.18153 -1.98205 -2.66288
H -2.53956 -0.26937 -3.49751
O -1.04198 0.36863 5.96442
H -1.05777 1.12823 5.23879
H -1.89078 0.50340 6.47608
O 2.39795 2.90974 -1.66955
H 2.23332 2.60623 -0.76414
H 2.90658 2.30715 -2.21886
O 1.79296 0.07536 3.07671
H 1.61469 0.68250 3.74543
H 1.22738 -0.71872 3.10410
O -0.10856 3.56421 -3.57314
H 0.46148 4.34320 -3.55335
H -0.87083 3.98970 -3.80499
O 0.22849 -5.05849 -1.14252
H -0.06117 -5.87520 -1.22258
H 1.19982 -4.97308 -1.04443
O 2.85821 -3.79049 -1.75403
H 3.09466 -3.09447 -1.11100
H 3.61794 -4.24809 -2.23731
O 3.34816 1.03262 -3.60630
H 2.69049 0.53094 -4.14886
H 4.07328 1.39866 -4.15331
*
```

Here are the Löwdin charges for atoms 1 to 8, given in e:
1. H 0.099
2. H -0.061
3. O -0.079
4. H 0.081
5. H -0.009
6. O -0.019
7. H 0.075
8. H 0.018



Entry four
ORCA calculation (ωB97M-V/def2-TZVPD) on a 40-piece molecular cluster, H80O40 overall.

- HOMO energy (eV) = -10.4455
- Kohn-Sham gap (eV) = 9.8738
- molecular weight (u) = 720.6

ORCA input file:
```
! RIJCOSX wB97M-V def2-TZVPD def2/J DEFGRID3
* xyz 0 1
H 3.51386 -0.62048 -1.13313
H 3.08783 -1.61750 -0.17599
O 2.85585 -0.69248 -0.36188
H 3.10849 1.25238 -2.18643
H 2.07965 0.28297 -2.46905
O 2.11595 1.20178 -2.18135
H -2.19137 -0.08209 3.49554
H -3.01470 -1.03439 2.54695
O -2.27668 -0.88829 3.08574
H -5.08840 1.30090 -3.02183
H -5.13173 0.84518 -4.27956
O -4.98765 0.37503 -3.50800
H 5.18167 2.70171 -0.69236
H 5.71607 2.10691 0.50120
O 6.00308 2.57906 -0.20375
H 4.80900 3.79089 3.16155
O 3.94806 4.09812 3.39849
H 4.81385 -3.13132 -1.17068
O 3.90499 -3.11837 -0.92638
H -4.33368 -0.89619 -0.41326
H -4.02624 0.58935 0.20435
O -4.04641 -0.32764 0.35990
H 3.22903 -0.00275 -4.87870
H 4.63888 -0.65813 -5.04477
O 4.00060 -0.52672 -4.39749
H -2.88784 3.16366 0.88267
H -2.04813 1.95620 0.56932
O -3.03574 2.23410 0.43138
H -1.28165 -1.89941 1.02266
H -1.11464 -3.25996 0.83450
O -1.28713 -2.64404 1.68149
H -4.11293 -4.36544 0.90811
O -3.33103 -3.95317 0.55761
H 1.91152 2.25671 3.34688
H 1.99959 3.25441 2.28921
O 1.39351 2.61732 2.60362
H 3.94439 -1.67830 3.78837
H 3.41023 -0.56280 4.56793
O 3.98489 -0.73980 3.88301
H 1.52946 -0.24986 0.95441
H 1.03178 -1.73371 1.33207
O 0.75806 -0.85203 1.11905
H -3.15706 -4.67763 -2.89849
H -1.92969 -4.21907 -1.80468
O -2.39067 -4.98026 -2.23032
H -1.68036 0.05661 -2.34056
H -1.42380 1.32575 -1.67059
O -2.20403 0.72858 -1.94862
H 1.06446 0.65201 -5.42558
H 0.93729 -0.27019 -6.58644
O 1.54294 0.30458 -6.13998
H 1.45288 0.72101 4.80438
O 1.05963 -0.20627 5.10076
H 0.85935 -4.07265 -2.70687
H 2.32060 -4.27479 -3.62736
O 1.48568 -3.78994 -3.36000
H 3.15187 1.37372 0.74455
O 2.99543 2.38873 0.52446
H -4.72442 2.30458 2.86971
H -4.64101 2.35834 1.43766
O -5.05054 2.87949 2.22321
H 0.14152 1.40069 0.73488
H -0.87084 0.25258 0.31168
O -0.79311 1.22903 0.44503
H -3.76776 -0.50401 -4.21695
H -2.49040 0.03038 -5.18483
O -2.92382 -0.71694 -4.76925
H -0.32694 3.06908 1.29743
H 0.32120 4.34595 2.07114
O -0.39998 4.01716 1.39376
H 1.52710 -4.00990 1.77260
H 1.67812 -4.88044 2.82452
O 2.23086 -4.35702 2.36852
H -0.45036 -3.89184 2.69091
H -0.74012 -4.96232 3.73609
O -0.55856 -3.99521 3.61198
H 0.31647 3.47690 -3.47325
H 1.59826 2.76365 -3.59047
O 0.77846 3.05477 -4.05630
H -4.22188 -0.87124 5.03920
H -5.45788 -0.74718 4.04715
O -4.55110 -0.40210 4.32314
H 0.50910 -6.58229 0.32017
H 1.43444 -5.69211 0.31177
O 1.01646 -6.15052 0.92054
H 1.66440 6.10322 2.31649
H 1.85575 5.11322 1.18357
O 1.89959 5.26662 2.19040
H -2.16645 -2.00899 -1.52575
O -1.50325 -1.77679 -0.96680
H 5.48456 1.94185 -2.56240
H 4.75432 0.77240 -3.31978
O 4.56423 1.78997 -3.11633
H 0.52203 -0.66913 4.46524
H 3.52270 4.69854 2.93220
H 2.87856 2.46881 -0.46330
H 3.30156 -3.45941 -1.70493
H -3.16105 -3.27665 1.40108
H -1.76152 -1.12996 -0.29340
O -5.07002 2.74916 -1.31245
H -4.88798 3.62432 -1.28575
H -4.32357 2.45742 -0.76496
O 1.08511 -1.23363 -3.79873
H 1.53592 -1.97751 -3.46253
H 0.27011 -1.24765 -4.09580
O 0.75275 6.32009 0.09697
H 0.91419 6.07606 -0.81629
H -0.02159 6.03986 0.40918
O -3.42778 2.18006 -4.33812
H -2.98758 1.67171 -3.62538
H -2.90456 2.86562 -4.87313
O -0.09538 -4.32088 -1.38918
H -0.70951 -5.11262 -1.28167
H -0.55672 -3.45438 -1.50061
O -3.01327 -2.05967 5.50104
H -2.59141 -1.78902 4.69613
H -3.49865 -2.89320 5.26609
O 1.75743 2.50369 5.18231
H 1.01032 3.15220 5.56278
H 2.46460 3.06324 4.91770
*
```

Here are the Löwdin charges for atoms 1 to 8, given in e:
1. H 0.085
2. H 0.017
3. O -0.106
4. H -0.003
5. H 0.002
6. O -0.095
7. H 0.025
8. H 0.003



Relative to the most stable structure, the computed energies are entry one 2.429; entry two 0.000; entry three 9.409; entry four 7.257, all in eV.